Here is a 2-piece molecular cluster, C4H13NO2 overall in a non-equilibrium geometry from OMol25. Energies are from the ωB97M-V functional and the def2-TZVPD basis.

CARTESIAN COORDINATES (ANGSTROEM)
C 0.425 0.082 -0.761
C 1.926 0.301 -0.439
C 2.622 0.853 -1.672
O 2.072 1.085 0.743
C -0.175 -0.799 0.330
N 0.308 -2.202 0.347
H 0.406 -0.546 -1.651
H -0.118 0.970 -1.078
H 2.463 -0.621 -0.218
H 1.970 1.259 -2.440
H 3.472 1.521 -1.573
H 3.175 -0.030 -2.035
H 1.993 2.020 0.531
H -1.275 -0.783 0.359
H 0.151 -0.392 1.282
H -0.231 -2.657 1.069
H 0.183 -2.620 -0.554
H -6.655 0.228 2.215
H -5.892 1.291 2.805
O -6.821 1.042 2.740

Atoms 1-2, force components in eV/Å:
C 1.082 -2.157 -0.026
C -0.398 1.212 -0.169

Computed properties:
Energy above the lowest of the compared OMol25 structures with the same formula, charge and spin: 26.2 kcal per mole
SMILES: C[C@@H](O)CCN.O
Gap between HOMO and LUMO: 9.84 eV
HOMO level: -9.23 eV
E_LUMO: 0.61 eV
Total energy: -9943.0613 eV

Here is one molecule with the formula C16H15N5OS in a non-equilibrium geometry from OMol25. Energies are from the ωB97M-V functional and the def2-TZVPD basis.

CARTESIAN COORDINATES (ANGSTROEM)
O 2.549 0.298 -3.027
C 1.761 0.970 -2.391
N 0.432 0.911 -2.577
C -0.599 1.608 -1.847
C -1.607 0.661 -1.237
C -2.486 1.144 -0.277
C -3.447 0.321 0.279
C -3.537 -1.000 -0.127
C -2.661 -1.486 -1.078
C -1.690 -0.667 -1.640
C -0.721 -1.217 -2.649
C -0.106 -0.091 -3.476
H -0.866 0.380 -4.107
H 0.708 -0.461 -4.100
H 0.078 -1.740 -2.116
H -1.217 -1.937 -3.302
H -2.724 -2.518 -1.393
H -4.286 -1.649 0.301
H -4.122 0.708 1.027
H -2.415 2.176 0.036
H -1.127 2.275 -2.548
H -0.179 2.224 -1.055
C 2.283 1.963 -1.339
N 2.108 1.410 -0.029
N 2.881 1.693 0.990
N 2.453 1.023 1.997
C 1.388 0.310 1.562
N 1.159 0.550 0.274
C 0.620 -0.574 2.379
C 0.763 -0.796 3.722
C -0.165 -1.731 4.213
C -0.993 -2.204 3.242
S -0.662 -1.521 1.702
H -1.784 -2.921 3.338
H -0.216 -2.039 5.242
H 1.509 -0.298 4.313
H 3.356 2.096 -1.501
H 1.790 2.937 -1.415

Atoms 1-2, force components in eV/Å:
O 0.279 -0.115 0.010
C 0.293 0.327 0.167

Computed properties:
Energy above the lowest of the compared OMol25 structures with the same formula, charge and spin: 26.2 kcal per mole
SMILES: O=C(Cn1nnc(-c2cccs2)n1)N1CCc2ccccc2C1
Gap between HOMO and LUMO: 9.18 eV
HOMO level: -8.60 eV
E_LUMO: 0.57 eV
Total energy: -37168.2471 eV